Record 1
Here is 16 unconnected molecules or ions with the total composition C60H112N16O4 in a non-equilibrium geometry from the Open Molecules 2025 dataset. Energies are from wB97M-V/def2-TZVPD.

Its electronic energy is -3530.35313 Eh.

CARTESIAN COORDINATES (ANGSTROEM)
C1 -4.1812 15.6347 17.2482
C2 -3.6668 15.9390 18.6724
C3 -4.3744 15.0503 19.6463
C4 -5.6927 15.6941 19.9560
N1 -6.5725 16.3647 20.2368
H1 -5.2417 15.8578 17.1523
H2 -3.9845 14.5672 16.9874
H3 -3.7005 16.2819 16.4676
H4 -3.7139 16.9794 18.9800
H5 -2.6017 15.6081 18.7324
H6 -3.7407 14.9293 20.5403
H7 -4.5025 14.0796 19.1545
C5 -8.1369 16.0540 23.2815
C6 -7.7717 17.3428 24.0136
C7 -6.5682 18.0482 23.3286
C8 -5.3000 17.3730 23.5276
N2 -4.3241 16.8070 23.6896
H8 -8.9208 15.5834 23.8958
H9 -7.2370 15.3985 23.2943
H10 -8.5588 16.1371 22.2778
H11 -7.5488 17.0543 25.0601
H12 -8.5815 18.0371 23.9916
H13 -6.5716 19.0665 23.7029
H14 -6.7472 18.0372 22.2809
C9 -2.5709 10.5803 17.7797
C10 -1.8175 11.1298 18.9824
C11 -0.3376 11.4200 18.7021
C12 0.3583 12.0087 19.8452
N3 0.8776 12.5304 20.7351
H15 -2.5448 11.3642 17.0037
H16 -3.6055 10.3011 18.0361
H17 -2.2174 9.5944 17.4304
H18 -1.8803 10.3282 19.7310
H19 -2.2996 11.9952 19.3905
H20 -0.2884 12.2032 17.9804
H21 0.1453 10.4889 18.3267
C13 -2.4430 9.8778 26.1030
C14 -2.8159 9.0764 27.4013
C15 -1.7354 8.0490 27.8455
C16 -1.6511 6.9351 26.9430
N4 -1.6230 6.0553 26.1751
H22 -3.2262 10.6425 25.8165
H23 -2.3525 9.2324 25.2123
H24 -1.4065 10.3005 26.1952
H25 -3.7515 8.5450 27.2171
H26 -3.0273 9.8353 28.1315
H27 -2.0553 7.7099 28.8138
H28 -0.7447 8.5299 27.9595
C17 3.9489 14.6165 24.9067
C18 3.8713 13.2739 24.1971
C19 3.0618 13.2245 22.9529
C20 3.4223 14.3228 22.0166
N5 3.6625 15.1308 21.2540
H29 4.5183 15.3505 24.3253
H30 4.4488 14.5370 25.8791
H31 2.9296 15.0348 25.0115
H32 3.4341 12.5687 24.9018
H33 4.8982 12.9004 23.9767
H34 2.0440 13.3624 23.2500
H35 3.1319 12.2604 22.5017
C21 -1.1147 6.1575 17.6031
C22 0.3291 6.3978 17.3823
C23 1.0615 6.4934 18.7512
C24 0.7580 7.7103 19.5162
N6 0.6280 8.6199 20.1850
H36 -1.5903 6.1632 16.6271
H37 -1.6002 6.9736 18.1311
H38 -1.2936 5.2225 18.1801
H39 0.5509 7.3036 16.8298
H40 0.7058 5.5441 16.8723
H41 2.1728 6.4099 18.6307
H42 0.6788 5.6347 19.3520
C25 -0.4808 11.0259 29.0930
C26 0.9210 10.8973 28.4759
C27 1.3411 12.1902 27.7157
C28 0.8158 12.2006 26.3646
N7 0.5975 12.3106 25.2506
H43 -0.7997 10.1244 29.5877
H44 -1.2187 11.2032 28.3293
H45 -0.4516 11.8939 29.7614
H46 1.0976 10.1344 27.7511
H47 1.5485 10.7407 29.3251
H48 2.4533 12.3644 27.5985
H49 0.9778 13.0734 28.2465
C29 -1.0845 16.3061 21.8247
C30 -0.1757 17.1731 20.9747
C31 0.9073 16.3888 20.1771
C32 0.2786 15.6815 19.1150
N8 -0.1934 15.0916 18.2649
H50 -0.6606 15.8247 22.7010
H51 -1.5134 15.4711 21.2276
H52 -1.9495 16.8900 22.0911
H53 0.3596 17.8605 21.5960
H54 -0.8544 17.6898 20.2297
H55 1.3781 15.6188 20.8489
H56 1.7292 16.9609 19.6886
C33 -1.4404 6.6231 22.7281
C34 -2.6985 5.7897 22.8388
C35 -3.2814 5.4425 21.4235
C36 -3.9959 6.5939 20.8518
N9 -4.6939 7.4549 20.5185
H57 -1.5921 7.2247 21.7948
H58 -0.6026 5.9245 22.5579
H59 -1.1645 7.2083 23.5658
H60 -3.4815 6.3738 23.3625
H61 -2.5367 4.8653 23.4156
H62 -4.1044 4.7094 21.4842
H63 -2.5041 5.0316 20.7717
C37 4.1301 9.6170 23.8871
C38 2.9308 9.0915 23.0911
C39 1.4801 9.5797 23.5006
C40 1.2128 9.0962 24.8747
N10 0.9164 8.7654 25.9159
H64 4.0144 9.4432 24.9818
H65 4.1996 10.6783 23.7524
H66 5.0653 9.3194 23.4822
H67 2.9722 7.9955 23.0854
H68 3.1144 9.3035 22.0654
H69 0.6547 9.2948 22.8736
H70 1.5152 10.6528 23.6279
C41 -3.0205 13.5304 27.4354
C42 -2.7942 14.0339 26.0181
C43 -2.3256 15.4858 26.0129
C44 -1.0219 15.4753 26.7307
N11 -0.0840 15.3184 27.3889
H71 -3.5620 12.5892 27.5172
H72 -3.4958 14.3366 28.0151
H73 -2.0370 13.3395 27.8670
H74 -3.7404 14.0062 25.4998
H75 -2.1273 13.3704 25.4498
H76 -2.9368 16.2130 26.5345
H77 -2.2390 15.9134 25.0277
C45 -7.0918 13.8607 26.5651
C46 -7.8307 12.9048 25.6300
C47 -6.9453 11.6874 25.2436
C48 -7.6551 10.9363 24.2102
N12 -8.1800 10.2757 23.4044
H78 -6.7512 13.4631 27.5379
H79 -7.6984 14.7447 26.8069
H80 -6.1992 14.1802 26.0479
H81 -7.9745 13.3053 24.6481
H82 -8.7870 12.6163 26.0586
H83 -6.7686 10.9965 26.0905
H84 -5.9778 12.0694 24.8632
C49 -8.3448 6.6618 19.8404
O1 -8.0129 5.4903 19.9760
N13 -8.7807 7.2067 18.6831
C50 -8.9720 8.6730 18.7514
C51 -8.6605 6.4553 17.4413
H85 -8.2673 7.4303 20.6612
H86 -9.2603 8.9335 19.7813
H87 -9.8338 9.0032 18.1713
H88 -8.0542 9.2306 18.5282
H89 -8.4519 5.4423 17.7787
H90 -9.6078 6.6551 16.9269
H91 -7.8820 6.7688 16.7478
C52 -4.0947 13.2041 23.0074
O2 -5.2830 13.3026 22.8888
N14 -3.4321 12.0296 22.9767
C53 -1.9578 11.9494 23.0417
C54 -4.0949 10.7647 22.7882
H92 -3.4703 14.0857 23.0973
H93 -1.4771 12.9202 23.1920
H94 -1.5311 11.6000 22.1232
H95 -1.5482 11.2317 23.7649
H96 -3.6416 10.2403 21.9509
H97 -3.9913 10.1121 23.6419
H98 -5.1327 11.0452 22.5292
C55 -5.6703 7.9279 24.0580
O3 -4.6844 8.3048 24.6994
N15 -6.2916 6.7452 24.2521
C56 -7.3652 6.3030 23.3834
C57 -5.6929 5.7337 25.1367
H99 -6.1256 8.5963 23.2971
H100 -7.5619 7.1894 22.7993
H101 -8.2723 5.9020 23.9172
H102 -7.0392 5.5057 22.7062
H103 -6.4285 5.4338 25.9037
H104 -5.2311 4.9496 24.5750
H105 -4.9320 6.3255 25.6807
C58 -6.8530 13.3178 18.3935
O4 -5.9589 12.9338 17.6717
N16 -7.1950 12.7400 19.5668
C59 -7.9463 13.5114 20.5412
C60 -6.3873 11.6761 20.1514
H106 -7.4663 14.1704 18.1542
H107 -7.2741 13.9561 21.2440
H108 -8.5539 12.7982 21.1487
H109 -8.6044 14.2795 20.1012
H110 -5.7399 11.2671 19.4349
H111 -5.8296 12.1505 20.9877
H112 -7.0616 10.8894 20.5769

Forces on atoms 1 to 6 (eV/Å):
C 0.851 0.683 -0.650
C 1.534 -0.714 -1.272
C -0.860 -0.061 0.595
C 1.990 -0.912 0.239
N -0.937 0.484 0.080
H -0.227 -0.271 0.117

Löwdin population analysis, charges in e, atoms 1 to 8: -0.093, -0.267, -0.177, -0.200, 0.188, 0.065, 0.080, 0.082

Record 2
Here is C5H8N2O8 in the gas phase in a non-equilibrium geometry from the Open Molecules 2025 dataset. Energies are from wB97M-V/def2-TZVPD.

The SMILES is CC(=O)OC([C@@H](O)CO)([N+](=O)[O-])[N+](=O)[O-]. The energy above the lowest of the compared OMol25 structures with the same formula, charge and spin is 25.9 kJ/mol.

CARTESIAN COORDINATES (ANGSTROEM)
C1 -1.1158 -2.3079 -0.7283
C2 -0.4403 -1.2787 0.0568
O1 -0.7264 -0.7031 1.0235
O2 0.6287 -0.9670 -0.7459
C3 1.6775 -0.1031 -0.1367
C4 1.4411 1.2996 0.5002
O3 2.5069 2.1664 0.4494
C5 0.1816 1.9799 -0.2312
O4 -0.7235 2.2495 0.9333
N1 2.7628 -0.0355 -1.1853
O5 2.3815 -0.2708 -2.3498
O6 3.8450 0.3251 -0.7850
N2 2.3394 -0.9479 1.0660
O7 3.1459 -0.3358 1.6991
O8 1.9275 -2.0292 1.2481
H1 -1.3749 -1.7481 -1.6283
H2 -0.3010 -3.0134 -0.8979
H3 -1.9958 -2.7554 -0.2017
H4 1.3888 1.1243 1.5400
H5 3.2437 1.7837 0.8972
H6 0.5786 2.8912 -0.5492
H7 -0.2753 1.4447 -0.9968
H8 -0.9525 1.3695 1.2659

Forces on atoms 1 to 6 (eV/Å):
C -1.038 -0.952 0.771
C 0.539 -0.576 -2.600
O -0.624 1.494 3.026
O 3.162 2.856 1.790
C -0.256 -2.408 -0.186
C -1.354 0.062 -2.100

Löwdin population analysis, charges in e, atoms 1 to 8: 0.045, -0.566, 0.182, 0.035, -0.106, -0.263, 0.031, -0.052

Record 3
Here is a molecular structure, C32H39IrN4O5 in a non-equilibrium geometry from the Open Molecules 2025 dataset. Energies are from wB97M-V/def2-TZVPD.

Its electronic energy is -1941.73454 Eh. The net charge is +2.

CARTESIAN COORDINATES (ANGSTROEM)
Ir1 -0.4870 1.6960 0.9165
C1 -2.0177 -3.6087 -4.7897
O1 -1.4263 -3.1006 -3.6075
C2 -0.4972 -3.8390 -2.9601
C3 -0.0090 -5.0764 -3.3593
C4 0.9642 -5.7087 -2.6053
C5 1.4710 -5.1124 -1.4562
C6 0.9956 -3.8825 -1.0388
C7 0.0062 -3.2387 -1.7754
N1 -0.4849 -1.9684 -1.5087
C8 -0.2527 -1.1125 -0.4645
N2 -0.2534 -1.6795 0.7570
C9 -0.1664 -1.1789 2.0534
C10 -0.0672 0.1775 2.3898
C11 0.0866 0.4971 3.7389
C12 0.1147 -0.4822 4.7170
C13 -0.0480 -1.8196 4.3853
C14 -0.2008 -2.1880 3.0610
O2 -0.3858 -3.4581 2.6148
C15 -0.5379 -4.5066 3.5586
N3 -0.1214 0.1783 -0.6874
C16 0.1105 0.6784 -1.9672
C17 0.9087 0.0099 -2.9079
C18 1.0944 0.5142 -4.1782
C19 0.5129 1.7209 -4.5338
C20 -0.2175 2.4393 -3.6033
C21 -0.4142 1.9447 -2.3233
O3 -1.0900 2.6253 -1.3510
C22 -1.7598 3.8178 -1.7306
H1 -2.7395 -2.8555 -5.0997
H2 -2.5355 -4.5510 -4.5956
H3 -1.2749 -3.7482 -5.5789
H4 -0.3789 -5.5449 -4.2563
H5 1.3362 -6.6683 -2.9243
H6 2.2524 -5.6035 -0.8992
H7 1.4245 -3.4101 -0.1703
H8 -0.9099 -1.5426 -2.3264
H9 -0.4308 -2.6820 0.7653
H10 0.1940 1.5303 4.0380
H11 0.2554 -0.2102 5.7509
H12 -0.0432 -2.5609 5.1661
H13 -0.7669 -5.3964 2.9745
H14 -1.3660 -4.3045 4.2424
H15 0.3822 -4.6660 4.1271
H16 1.4131 -0.8976 -2.6209
H17 1.6880 -0.0333 -4.8920
H18 0.6569 2.1276 -5.5201
H19 -0.6276 3.3930 -3.8917
H20 -2.2328 4.2079 -0.8336
H21 -2.5180 3.6100 -2.4914
H22 -1.0600 4.5653 -2.1108
C23 -3.3468 0.0525 2.2244
O4 -2.9532 0.8671 1.1292
C24 -3.7303 2.0401 0.9793
C25 -3.2902 3.1891 1.8834
O5 -1.9568 3.5527 1.5447
C26 -1.4937 4.6753 2.2808
H23 -4.4285 -0.1097 2.2051
H24 -3.0596 0.4950 3.1814
H25 -2.8379 -0.9034 2.1072
H26 -4.7851 1.8220 1.1752
H27 -3.6061 2.3391 -0.0629
H28 -3.3405 2.9022 2.9418
H29 -3.9617 4.0435 1.7246
H30 -2.1164 5.5510 2.0676
H31 -0.4683 4.8633 1.9666
H32 -1.5170 4.4795 3.3575
C27 6.1625 2.3588 0.5399
C28 4.6830 2.2536 0.6171
C29 4.0597 1.1131 1.1183
C30 2.6847 1.0554 1.1861
N4 1.8918 2.0537 0.7929
C31 2.4737 3.1460 0.2974
C32 3.8448 3.2851 0.1933
H33 6.6401 1.4893 0.9820
H34 6.5083 3.2520 1.0564
H35 6.4792 2.4433 -0.4984
H36 4.6432 0.2721 1.4615
H37 2.1938 0.1797 1.5847
H38 1.8173 3.9415 -0.0272
H39 4.2608 4.1963 -0.2081

Forces on atoms 1 to 6 (eV/Å):
Ir 1.648 -4.215 -1.628
C -0.150 -0.104 -0.282
O -0.001 0.296 0.198
C 0.418 -0.103 0.658
C -0.262 0.366 -0.009
C 0.238 0.141 0.417

Löwdin population analysis, charges in e, atoms 1 to 8: 1.349, -0.048, -0.095, -0.214, -0.001, -0.062, -0.075, -0.028